1.
Molecular formula: C36H39Cl45N3O4
Method: DFT, ωB97M-V/def2-TZVPD

Geometry as ORCA input:
```
! wB97M-V def2-TZVPD RIJCOSX def2/J DEFGRID3
* xyz 1 1
C 0.73 0.48 -1.38
C -0.56 0.22 -0.91
C -1.94 -0.36 -0.21
N -1.90 -1.88 0.04
N -1.33 -2.27 1.21
C -1.23 -3.72 1.47
Cl -0.40 -4.14 3.12
C -1.67 -5.03 0.61
C -1.45 -6.61 1.01
C 0.01 -7.05 0.36
C 1.31 -6.54 1.25
C 1.94 -5.14 0.61
C 2.90 -4.33 1.67
C 2.58 -2.72 1.81
C 3.96 -1.80 1.96
O 4.03 -0.69 1.00
C 3.63 0.60 1.58
C -2.40 -4.54 -0.82
C -2.96 -5.60 -1.94
C -4.61 -5.65 -1.96
C -5.25 -5.50 -0.44
C -5.66 -3.97 -0.02
O -6.82 -3.92 0.92
C -6.49 -2.77 1.81
C -6.84 -1.20 1.50
O -5.86 -3.03 2.98
C -2.42 -2.91 -0.91
C -3.09 -2.29 -2.32
C -1.84 -1.85 -3.28
O -0.62 -2.34 -2.95
N -2.00 -0.98 -4.52
C -3.10 0.07 -4.33
C -0.74 -0.16 -4.75
H 1.86 0.74 -1.69
H -2.92 0.00 -0.74
H -1.96 0.13 0.88
H -2.32 -7.24 0.56
H -1.34 -6.71 2.18
H -0.01 -8.24 0.27
H 0.17 -6.66 -0.74
H 1.08 -6.45 2.41
H 2.14 -7.37 1.14
H 1.09 -4.49 0.11
H 2.65 -5.50 -0.28
H 2.70 -4.82 2.74
H 4.06 -4.44 1.41
H 1.86 -2.31 0.95
H 1.98 -2.54 2.82
H 4.91 -2.47 1.78
H 4.04 -1.42 3.09
H 3.92 0.74 2.71
H 2.49 0.86 1.44
H 4.23 1.44 0.99
H -2.64 -5.29 -3.04
H -2.56 -6.66 -1.65
H -5.09 -4.82 -2.63
H -4.91 -6.69 -2.42
H -6.26 -6.13 -0.46
H -4.57 -6.05 0.38
H -4.74 -3.54 0.62
H -5.95 -3.28 -0.92
H -7.60 -1.03 0.62
H -7.22 -0.60 2.44
H -5.82 -0.66 1.18
H -3.70 -3.11 -2.91
H -3.86 -1.42 -2.09
H -3.07 0.74 -5.31
H -4.15 -0.47 -4.29
H -2.93 0.76 -3.40
H -0.64 0.55 -3.81
H -0.81 0.57 -5.69
H 0.22 -0.83 -4.93
C -5.70 3.48 -4.68
Cl -6.12 2.44 -3.29
Cl -3.94 3.70 -4.74
Cl -6.26 2.70 -6.19
Cl -6.50 5.06 -4.50
C 0.90 2.98 -7.38
Cl -0.62 3.32 -6.51
Cl 0.78 3.60 -9.05
Cl 2.25 3.78 -6.54
Cl 1.18 1.22 -7.42
C -3.60 -3.44 6.15
Cl -2.73 -2.84 4.72
Cl -4.71 -4.75 5.67
Cl -2.44 -4.06 7.34
Cl -4.54 -2.11 6.88
C 7.20 3.51 1.59
Cl 7.36 4.03 -0.11
Cl 8.78 3.60 2.39
Cl 6.05 4.59 2.43
Cl 6.59 1.84 1.64
C 4.50 6.95 -1.47
Cl 4.08 5.92 -0.08
Cl 6.26 7.18 -1.53
Cl 3.94 6.17 -2.98
Cl 3.70 8.53 -1.30
C -0.90 7.42 -8.71
Cl -0.41 8.72 -7.60
Cl -2.64 7.59 -9.09
Cl 0.05 7.54 -10.21
Cl -0.62 5.84 -7.95
C -3.00 11.46 -8.81
Cl -3.42 10.43 -7.42
Cl -1.24 11.69 -8.87
Cl -3.56 10.68 -10.31
Cl -3.80 13.05 -8.63
C 7.80 3.15 6.52
Cl 7.38 2.12 7.92
Cl 9.56 3.37 6.46
Cl 7.24 2.37 5.02
Cl 7.00 4.73 6.70
C -3.60 1.12 9.78
Cl -5.29 1.21 9.22
Cl -3.55 1.38 11.55
Cl -2.93 -0.49 9.40
Cl -2.64 2.38 8.97
C 13.50 4.61 5.87
Cl 15.24 4.32 5.62
Cl 12.60 4.19 4.39
Cl 12.91 3.61 7.22
Cl 13.24 6.33 6.26
C 2.10 1.23 5.55
Cl 1.84 -0.41 4.92
Cl 3.57 1.26 6.55
Cl 2.27 2.37 4.20
Cl 0.70 1.71 6.55
*
```

DFT total energy = -614102.398 eV
Kohn-Sham gap = 6.6 eV
highest occupied orbital energy = -11.336 eV

Results of the Löwdin charge analysis, in e, for atoms 1 through 5: C 0.10; C -0.05; C -0.10; N -0.09; N 0.10

=====

2.
Molecular formula: C36H37Br2N4O6PTi
Method: DFT, ωB97M-V/def2-TZVPD

Geometry as ORCA input:
```
! wB97M-V def2-TZVPD RIJCOSX def2/J DEFGRID3
* xyz 0 1
Ti -0.02 -1.35 0.90
C 1.08 -5.01 -0.71
C 1.05 -3.96 0.29
O -0.08 -3.28 0.49
C 2.26 -3.64 0.92
C 2.38 -2.57 1.80
C 3.58 -2.33 2.63
N 1.29 -1.74 2.11
N 1.05 -1.38 3.48
C -0.27 -1.27 3.61
O -1.14 -1.64 2.71
C -0.81 -0.63 4.90
C -2.13 -0.20 5.03
C -2.56 0.38 6.27
C -1.68 0.47 7.33
C -0.38 0.06 7.18
C 0.05 -0.51 5.99
H 0.73 -5.99 -0.31
H 0.46 -4.63 -1.50
H 2.12 -5.17 -1.08
H 3.17 -4.24 0.79
H 4.43 -1.94 2.05
H 3.37 -1.75 3.49
H 3.93 -3.32 2.95
H -2.76 -0.12 4.20
H -3.60 0.69 6.27
H -2.09 0.84 8.30
H 0.25 -0.02 8.07
H 1.07 -0.97 5.91
C 3.83 1.69 0.63
C 2.63 2.39 1.26
C 2.85 3.56 2.15
C 1.76 4.20 2.64
C 0.46 3.67 2.34
C -0.76 4.17 2.88
Br -0.73 5.71 3.94
C -1.98 3.66 2.55
C -2.02 2.50 1.69
Br -3.70 2.06 0.99
C -0.90 1.76 1.41
O -0.92 0.53 0.92
C 0.37 2.45 1.62
N 1.45 1.84 1.13
H 4.37 2.40 -0.05
H 3.50 0.76 0.19
H 4.53 1.50 1.51
H 3.94 3.79 2.30
H 1.91 5.04 3.37
H -2.88 4.06 2.82
C -4.04 -2.61 0.66
P -2.87 -2.11 -0.66
C -3.90 -0.84 -1.59
C -2.90 -3.60 -1.76
H -4.83 -3.31 0.25
H -4.38 -1.67 1.15
H -3.61 -3.29 1.44
H -3.89 -0.98 -2.66
H -3.27 0.06 -1.44
H -4.93 -0.81 -1.20
H -3.80 -4.21 -1.58
H -2.10 -4.24 -1.39
H -2.80 -3.34 -2.83
O -1.84 -1.38 -3.96
C -0.87 -1.04 -3.31
N -0.74 -1.07 -1.94
C 0.57 -0.75 -1.71
O 1.11 -0.57 -0.50
C 1.37 -0.62 -2.91
C 2.73 -0.39 -3.10
C 3.18 -0.25 -4.40
C 2.30 -0.21 -5.49
C 0.93 -0.51 -5.29
C 0.48 -0.66 -3.95
H 3.37 -0.39 -2.22
H 4.25 -0.13 -4.56
H 2.69 0.02 -6.43
H 0.27 -0.60 -6.07
C -0.77 3.67 -5.06
C -0.65 4.35 -6.42
C -0.22 3.40 -7.54
O -0.77 5.55 -6.57
H -1.08 2.65 -5.10
H -1.34 4.29 -4.39
H 0.30 3.60 -4.59
H 0.17 4.01 -8.34
H -1.11 2.73 -7.87
H 0.52 2.77 -7.03
*
```

DFT total energy = -228667.258 eV
energy above the lowest of the compared OMol25 structures with the same formula, charge and spin = 233.7 kJ/mol
Kohn-Sham gap = 5.8 eV
highest occupied orbital energy = -7.400 eV

Results of the Löwdin charge analysis, in e, for atoms 1 through 5: Ti 1.25; C 0.00; C -0.36; O -0.15; C 0.01

=====

3.
Molecular formula: C7H9N2P
Method: DFT, ωB97M-V/def2-TZVPD

Geometry as ORCA input:
```
! wB97M-V def2-TZVPD RIJCOSX def2/J DEFGRID3
* xyz 0 1
C 0.85 -2.01 0.83
C 0.64 -1.16 1.93
C -0.66 -0.10 -3.13
C 0.85 -1.34 -0.47
C 0.07 0.19 1.67
C 0.35 0.40 -2.04
C -0.59 0.40 0.29
N -0.94 -1.27 -3.33
N 0.24 -0.21 -0.76
P -0.45 -2.76 -3.17
H 1.15 -3.11 0.97
H 0.82 -1.51 2.96
H -1.25 0.71 -3.54
H -0.62 0.59 2.45
H 0.92 0.94 1.84
H 1.45 0.04 -2.32
H 0.31 1.43 -2.09
H -1.65 -0.11 0.31
H -0.88 1.43 0.07
*
```

DFT total energy = -19668.315 eV
energy above the lowest of the compared OMol25 structures with the same formula, charge and spin = 494.7 kJ/mol
Kohn-Sham gap = 6.7 eV
highest occupied orbital energy = -7.039 eV

Results of the natural (NBO) charge analysis, in e, for atoms 1 through 5: C -0.33; C -0.13; C 0.00; C 0.06; C -0.48

=====

4.
Molecular formula: C3H4LiO3Tl
Method: DFT, ωB97M-V/def2-TZVPD

Geometry as ORCA input:
```
! wB97M-V def2-TZVPD RIJCOSX def2/J DEFGRID3
* xyz 1 2
O 0.07 -1.35 0.69
C 0.97 -0.40 0.21
C 0.49 0.38 -0.98
O -0.81 2.39 -0.50
C -1.77 1.91 0.02
O -2.33 0.92 0.34
Tl 0.83 -3.21 1.91
Li -1.68 -0.98 0.56
H 1.94 -0.86 -0.10
H 1.24 0.32 1.01
H -0.19 -0.12 -1.67
H 1.23 1.00 -1.49
*
```

DFT total energy = -14209.734 eV
energy above the lowest of the compared OMol25 structures with the same formula, charge and spin = 54.5 kJ/mol
Kohn-Sham gap (spin up / spin down) = 7.3 / 9.4 eV
<S²> = 0.756
highest occupied orbital energy (spin up / spin down) = -11.554 / -13.624 eV

Results of the natural (NBO) charge analysis, in e, for atoms 1 through 5: O -1.13; C -0.15; C -0.32; O -0.42; C 1.04

=====

5.
Molecular formula: C2H7N3O2
Method: DFT, ωB97M-V/def2-TZVPD

Geometry as ORCA input:
```
! wB97M-V def2-TZVPD RIJCOSX def2/J DEFGRID3
* xyz 0 1
C -1.85 0.27 -0.15
C 0.24 -0.96 -0.15
H -2.43 -0.05 0.85
H -2.22 -0.43 -1.06
H -2.11 1.27 -0.49
H 0.39 2.07 0.23
H -0.09 1.31 1.58
H 1.75 -2.05 -0.32
H 2.98 0.51 0.01
N -0.44 0.25 -0.16
N 0.27 1.14 0.66
N 1.57 -1.09 0.06
O -0.38 -2.02 -0.25
O 2.35 -0.19 -0.80
*
```

DFT total energy = -10748.904 eV
energy above the lowest of the compared OMol25 structures with the same formula, charge and spin = 499.0 kJ/mol
Kohn-Sham gap = 10.0 eV
highest occupied orbital energy = -9.447 eV

Results of the natural (NBO) charge analysis, in e, for atoms 1 through 5: C -0.43; C 0.75; H 0.20; H 0.24; H 0.20

=====

6.
Molecular formula: C22H14N5SSeW
Method: DFT, ωB97M-V/def2-TZVPD

Geometry as ORCA input:
```
! wB97M-V def2-TZVPD RIJCOSX def2/J DEFGRID3
* xyz 3 3
W 0.40 0.21 -0.45
Se -3.11 -6.46 2.17
N -3.17 -4.76 2.57
C -2.42 -4.06 1.88
C -2.05 -2.67 2.15
C -2.75 -2.12 3.14
C -2.36 -0.78 3.29
C -1.68 -0.10 2.42
N -1.11 -0.71 1.34
C -1.25 -2.10 1.25
C -0.68 -2.75 0.14
N -0.03 -1.97 -0.73
C 0.64 -2.49 -1.84
C 0.53 -3.89 -2.21
C -0.25 -4.70 -1.23
C -0.80 -4.16 -0.17
C -1.75 -4.95 0.76
N -2.07 -6.18 0.77
H -3.32 -2.87 3.58
H -2.87 -0.12 4.08
H -1.37 0.91 2.53
H 1.12 -1.78 -2.42
H 0.89 -4.12 -3.27
H -0.87 -5.66 -1.49
C -0.42 2.68 1.66
C 0.45 3.21 0.67
C 0.83 4.51 0.72
C 1.72 4.93 -0.34
C 1.96 4.16 -1.42
C 2.79 4.66 -2.51
C 3.33 3.85 -3.45
C 2.97 2.44 -3.36
C 2.20 1.96 -2.32
S 1.56 0.41 -2.32
C 1.60 2.85 -1.42
N 0.79 2.33 -0.36
H -0.24 3.28 2.64
H -0.10 1.70 1.71
H -1.38 2.52 1.71
H 0.24 5.13 1.47
H 2.08 5.99 -0.34
H 2.94 5.77 -2.58
H 3.93 4.10 -4.34
H 3.06 1.81 -4.09
*
```

DFT total energy = -108464.382 eV
energy above the lowest of the compared OMol25 structures with the same formula, charge and spin = 609.8 kJ/mol
Kohn-Sham gap (spin up / spin down) = 3.8 / 4.7 eV
<S²> = 2.353
highest occupied orbital energy (spin up / spin down) = -16.511 / -16.571 eV

Results of the natural (NBO) charge analysis, in e, for atoms 1 through 5: W 1.64; Se 1.11; N -0.61; C 0.13; C -0.08

=====

Question: Which value of DFT total energy does entry 3 give?
Answer: -19668.315 eV

=====

Question: What is the DFT total energy in the second record?
Answer: -228667.258 eV

=====

What did the fourth record say?
Molecular formula: C3H4LiO3Tl
Method: DFT, ωB97M-V/def2-TZVPD

Geometry as ORCA input:
```
! wB97M-V def2-TZVPD RIJCOSX def2/J DEFGRID3
* xyz 1 2
O 0.07 -1.35 0.69
C 0.97 -0.40 0.21
C 0.49 0.38 -0.98
O -0.81 2.39 -0.50
C -1.77 1.91 0.02
O -2.33 0.92 0.34
Tl 0.83 -3.21 1.91
Li -1.68 -0.98 0.56
H 1.94 -0.86 -0.10
H 1.24 0.32 1.01
H -0.19 -0.12 -1.67
H 1.23 1.00 -1.49
*
```

DFT total energy = -14209.734 eV
energy above the lowest of the compared OMol25 structures with the same formula, charge and spin = 54.5 kJ/mol
Kohn-Sham gap (spin up / spin down) = 7.3 / 9.4 eV
<S²> = 0.756
highest occupied orbital energy (spin up / spin down) = -11.554 / -13.624 eV

Results of the natural (NBO) charge analysis, in e, for atoms 1 through 5: O -1.13; C -0.15; C -0.32; O -0.42; C 1.04